1.
DFT (ωB97M-V/def2-TZVPD) results for a cluster of 9 separate species, C23H64O9 in total in a non-equilibrium geometry.

Cartesian coordinates (Å):
1 H 12.207 8.620 8.928
2 C 6.767 10.621 13.813
3 H 12.100 9.808 14.424
4 H 9.967 11.867 18.701
5 H 14.501 10.850 17.370
6 O 12.238 7.000 15.034
7 C 12.626 9.664 8.811
8 H 9.480 7.688 15.551
9 C 9.668 12.120 16.604
10 O 8.869 9.580 13.283
11 H 9.357 8.945 12.773
12 H 15.552 8.918 12.862
13 H 11.581 12.638 10.543
14 H 11.882 10.176 6.875
15 H 10.089 10.562 15.588
16 H 16.948 7.885 13.416
17 H 13.879 9.943 14.221
18 H 11.638 11.296 12.567
19 H 13.123 9.963 18.202
20 O 11.064 12.723 9.751
21 H 14.234 9.388 7.290
22 H 12.408 8.172 13.257
23 H 11.832 11.510 8.261
24 H 14.450 10.656 8.409
25 H 7.332 7.810 11.827
26 C 14.877 8.834 17.628
27 H 14.666 9.083 9.044
28 H 9.718 14.245 9.397
29 H 10.670 10.242 8.183
30 H 9.763 4.779 15.225
31 H 15.590 8.354 14.501
32 H 9.789 13.636 18.239
33 C 14.096 9.659 8.325
34 H 9.880 6.102 14.046
35 H 10.658 13.610 15.398
36 C 16.931 10.006 14.046
37 C 11.683 10.412 7.903
38 C 12.181 6.373 11.036
39 H 13.641 7.308 17.938
40 H 13.324 11.401 12.267
41 C 12.623 11.315 13.068
42 H 9.512 12.612 14.542
43 H 12.189 14.730 11.045
44 H 5.746 10.435 14.009
45 C 10.448 5.457 14.739
46 H 7.385 8.525 14.215
47 H 12.565 5.522 10.400
48 H 9.487 6.843 17.105
49 O 14.275 7.551 17.209
50 H 12.935 9.698 10.843
51 H 12.753 7.199 10.620
52 O 12.892 8.891 12.830
53 C 10.751 14.105 9.635
54 H 12.487 6.205 12.061
55 H 6.984 9.519 11.377
56 H 8.946 14.023 15.602
57 C 7.487 9.310 13.406
58 O 17.242 9.899 15.397
59 O 10.576 11.075 16.216
60 H 11.384 14.556 8.846
61 H 10.852 15.849 10.951
62 H 18.818 11.015 13.416
63 C 10.112 7.346 16.354
64 C 10.719 6.647 10.962
65 C 13.859 9.936 17.454
66 H 10.177 5.826 11.452
67 C 16.266 8.713 13.660
68 C 9.695 13.168 15.463
69 H 17.813 10.462 12.095
70 C 11.096 14.817 10.899
71 H 6.924 11.338 12.978
72 H 11.214 12.710 17.859
73 H 16.239 10.833 13.895
74 H 10.809 8.574 11.226
75 H 17.912 10.554 15.665
76 H 11.264 4.862 14.278
77 H 11.461 5.780 16.635
78 H 10.581 8.200 16.765
79 H 7.158 11.023 14.767
80 O 12.569 10.267 10.146
81 H 12.999 6.951 15.663
82 H 10.552 14.342 11.754
83 H 18.710 9.343 13.075
84 C 12.875 9.984 13.707
85 H 5.858 8.501 12.244
86 H 12.795 12.094 13.722
87 C 6.911 8.732 12.125
88 H 8.615 11.721 16.710
89 H 15.280 8.766 18.604
90 H 13.323 9.883 16.494
91 C 11.134 6.369 15.744
92 C 10.126 12.639 17.982
93 C 18.119 10.269 13.114
94 O 10.486 7.854 11.782
95 H 10.391 6.879 9.932
96 H 15.775 9.021 16.962

Spin multiplicity   1
Frontier orbital gap   10.316 eV
Energy above the lowest of the compared OMol25 structures with the same formula, charge and spin   170.71 kJ/mol

=====

2.
DFT (ωB97M-V/def2-TZVPD) results for a cluster of 12 separate species, C23H66Cl4O11S11 in total in a non-equilibrium geometry.

Cartesian coordinates (Å):
1 H 2.217 -1.985 1.901
2 H -3.205 -4.757 1.017
3 S 2.315 -4.316 1.411
4 O -2.198 4.565 -2.761
5 O -0.679 -3.808 0.142
6 C 1.448 0.099 4.876
7 H 0.468 4.194 2.445
8 H 0.495 2.347 -3.297
9 H -1.307 4.219 5.175
10 H 1.707 -3.022 3.282
11 H 0.424 -5.343 2.345
12 C -1.689 -0.657 -4.318
13 H -3.650 -1.421 -6.086
14 H 0.556 0.676 5.005
15 C -3.770 4.355 1.186
16 H 0.546 3.243 -1.117
17 H 3.818 -2.931 -4.403
18 H 3.761 -3.554 -6.032
19 H -3.522 1.699 -3.029
20 S -1.346 -0.253 -0.120
21 C 4.045 -0.765 -1.927
22 H 5.554 -1.311 1.211
23 Cl -3.429 2.675 0.788
24 H 0.954 -3.156 -3.415
25 S -1.458 3.359 -2.332
26 Cl -4.011 5.214 -0.328
27 O 1.265 3.335 4.941
28 H -0.913 2.348 -4.376
29 H -4.916 4.294 -4.618
30 H 0.598 -2.817 1.941
31 H -4.802 2.769 -2.435
32 C 1.555 4.232 2.527
33 C -2.610 -4.066 -1.531
34 C -1.748 1.759 6.234
35 Cl -5.255 4.464 2.133
36 H -2.783 -3.096 -1.076
37 C 0.034 -1.148 -0.770
38 H -0.865 1.789 1.032
39 O 3.767 -4.367 1.706
40 H 0.502 -0.463 -1.479
41 H 4.791 -0.095 6.008
42 O -2.090 2.108 3.678
43 C -0.245 3.995 -1.232
44 H -0.679 4.178 -0.254
45 H 1.812 -6.437 2.228
46 H 1.940 3.264 2.172
47 H 3.314 -0.116 -2.397
48 H -1.772 0.668 6.227
49 H 2.006 4.990 1.885
50 C 1.498 -5.440 2.523
51 O -1.087 -0.875 -6.834
52 H 4.949 -0.759 -2.553
53 S -1.363 -1.747 -5.694
54 C 4.021 -0.002 5.263
55 H 0.534 1.170 0.072
56 S -5.346 1.941 -4.593
57 H -2.521 0.007 -4.555
58 C 1.711 -3.897 -3.146
59 C 1.661 -2.859 2.198
60 H -1.873 -5.836 1.524
61 H -3.019 4.744 4.845
62 H -3.474 3.320 -4.968
63 S 4.452 -0.020 -0.391
64 O -1.884 0.461 -1.305
65 H 1.775 -5.228 3.549
66 H -0.738 -0.131 -4.177
67 H 4.277 0.703 4.470
68 O 3.361 -5.583 -3.990
69 H 3.914 3.801 5.201
70 H 3.778 -0.948 4.773
71 C -0.296 0.922 0.726
72 H -3.035 -2.923 -6.807
73 H -4.746 3.522 -6.217
74 H 0.111 0.426 1.616
75 C -2.364 4.079 5.394
76 S 1.879 4.479 4.249
77 H -3.553 -4.618 -1.580
78 H 2.549 -3.459 -2.596
79 H 4.178 4.994 3.843
80 C -4.535 3.424 -5.158
81 H 0.023 3.861 -4.132
82 H 0.174 4.901 -1.670
83 C 3.622 4.128 4.209
84 H -0.729 2.070 5.979
85 O 3.177 0.347 0.263
86 C -3.041 -2.305 -5.906
87 C 3.132 -3.310 -5.183
88 C -2.512 -5.526 0.692
89 H -2.056 2.154 7.195
90 H 1.903 0.333 3.912
91 H -2.187 -3.988 -2.528
92 H -0.348 -1.991 -1.334
93 O -4.745 0.852 -5.388
94 H 0.711 -1.530 -0.017
95 H -1.869 -1.160 -3.364
96 S 2.621 0.623 6.124
97 H 1.241 -0.960 5.024
98 C -4.583 1.841 -2.988
99 H 1.281 -4.628 -2.457
100 S 2.342 -4.736 -4.525
101 H 2.374 -2.560 -5.406
102 S -2.772 2.407 4.960
103 S -1.412 -4.908 -0.509
104 H -5.106 1.053 -2.446
105 H 3.687 -1.788 -1.834
106 O 2.485 -0.220 7.308
107 C -0.334 2.944 -3.672
108 H 5.600 -2.043 -0.404
109 Cl -2.412 5.020 2.112
110 H -3.341 -2.916 -5.061
111 H -3.023 -6.423 0.333
112 C 4.977 -1.531 0.329
113 H 4.101 -2.142 0.555
114 H -2.553 4.219 6.460
115 H 3.809 3.291 3.522

Spin multiplicity   1
Frontier orbital gap   8.692 eV
Energy above the lowest of the compared OMol25 structures with the same formula, charge and spin   0.00 kJ/mol

=====

3.
DFT (ωB97M-V/def2-TZVPD) results for a cluster of 11 separate species, C23H66N12O11 in total in a non-equilibrium geometry.

Cartesian coordinates (Å):
1 C 9.757 13.370 7.935
2 C 5.702 6.536 10.377
3 H 12.255 15.191 11.036
4 N 10.071 10.982 12.395
5 C 6.463 14.681 9.414
6 H 10.026 8.005 15.487
7 H 4.676 13.565 9.446
8 C 6.012 12.581 7.924
9 H 8.726 15.712 6.878
10 N 7.990 15.618 17.043
11 H 5.777 5.616 10.948
12 C 8.676 15.966 15.846
13 H 9.825 9.392 14.720
14 C 5.683 7.368 12.609
15 H 7.732 9.186 9.368
16 H 8.080 14.324 14.883
17 H 11.730 11.648 17.653
18 C 7.939 6.321 9.274
19 N 13.739 12.887 11.725
20 H 4.623 6.819 10.243
21 H 8.782 15.559 13.854
22 H 5.775 8.148 13.290
23 H 4.853 9.419 11.023
24 O 9.562 16.411 12.215
25 O 9.643 11.078 14.642
26 H 4.903 16.129 9.000
27 H 8.590 6.317 8.368
28 C 6.462 6.521 9.029
29 C 5.798 9.086 10.679
30 O 8.709 15.596 9.365
31 C 10.047 11.610 13.598
32 H 6.208 16.214 10.982
33 H 14.419 12.179 11.964
34 H 6.382 7.454 8.391
35 H 9.756 5.999 11.245
36 H 10.007 12.844 8.854
37 H 12.813 16.459 13.498
38 H 9.264 8.766 8.540
39 H 13.849 11.922 9.547
40 N 12.642 16.279 14.467
41 H 10.441 14.184 7.833
42 H 6.041 6.396 12.895
43 C 8.594 7.452 10.201
44 H 9.256 9.432 10.112
45 H 12.375 8.928 12.517
46 H 10.992 13.330 14.373
47 H 10.677 6.706 9.761
48 H 6.405 9.899 11.054
49 H 5.532 15.329 7.607
50 H 10.511 7.555 11.347
51 O 10.070 8.447 14.600
52 C 5.781 15.754 8.551
53 H 8.824 15.648 10.291
54 H 5.540 11.618 7.991
55 O 13.666 14.161 14.317
56 H 5.777 9.298 9.594
57 H 9.921 12.676 7.036
58 N 7.916 14.426 9.200
59 H 11.703 16.529 14.759
60 H 5.415 14.705 11.297
61 N 13.289 9.152 12.156
62 H 9.630 10.120 12.250
63 H 13.430 11.463 14.322
64 H 13.583 13.498 12.555
65 N 12.544 14.663 16.205
66 H 13.792 8.568 11.489
67 H 8.618 14.221 5.817
68 O 11.642 13.352 11.053
69 C 6.292 15.148 10.905
70 O 8.181 8.592 12.231
71 H 10.851 13.363 12.757
72 H 11.872 15.365 16.623
73 N 10.494 12.927 13.600
74 N 12.902 11.915 9.831
75 C 6.300 7.700 11.230
76 H 7.880 12.146 6.695
77 H 9.496 17.364 12.271
78 H 7.110 14.953 6.421
79 H 7.883 11.811 8.444
80 H 5.540 13.100 7.110
81 H 6.413 16.696 8.441
82 H 12.394 13.673 16.515
83 N 7.750 7.530 11.400
84 H 12.322 11.922 9.033
85 H 10.523 16.252 12.380
86 H 10.382 11.432 11.590
87 C 8.721 8.785 9.462
88 C 9.985 6.865 10.668
89 C 12.959 14.996 14.917
90 O 11.473 11.945 16.754
91 C 5.716 13.383 9.233
92 H 8.344 16.072 17.902
93 C 8.145 14.761 6.711
94 C 12.730 12.762 10.885
95 H 12.582 16.771 10.626
96 H 10.840 11.293 16.390
97 H 6.966 15.522 17.017
98 N 13.184 10.622 13.820
99 O 12.257 16.141 11.269
100 N 8.238 15.341 14.752
101 H 12.440 10.105 14.218
102 H 8.546 8.195 13.021
103 H 6.012 12.777 10.109
104 O 9.626 16.718 15.898
105 H 7.080 14.720 11.510
106 H 6.017 5.762 8.312
107 H 7.905 5.367 9.806
108 H 4.580 7.256 12.525
109 C 7.516 12.492 7.737
110 C 8.243 13.826 7.933
111 C 13.943 10.124 12.809
112 O 15.039 10.501 12.489

Spin multiplicity   1
Frontier orbital gap   8.513 eV

=====

4.
DFT (ωB97M-V/def2-TZVPD) results for a cluster of 12 separate species, C23H68ClO13S in total in a non-equilibrium geometry.

Cartesian coordinates (Å):
1 H 2.348 0.522 -2.232
2 O 0.732 0.838 4.279
3 H -9.740 -1.725 3.422
4 C 0.839 2.297 -0.520
5 H 5.340 -0.039 0.094
6 H -10.757 0.201 2.709
7 H -10.651 0.085 4.493
8 H 5.424 5.334 0.566
9 H 1.091 2.951 -1.482
10 C 7.922 1.994 3.852
11 H -0.996 0.745 1.317
12 H -0.522 -5.844 -0.020
13 O 5.746 3.380 1.123
14 H 7.777 1.514 4.823
15 H 7.472 2.989 3.855
16 H -4.080 -2.099 0.714
17 H -5.684 -0.353 4.967
18 H 0.084 -4.528 5.451
19 H -0.372 -4.422 -1.086
20 C -2.159 -0.959 0.174
21 H -3.109 -1.458 2.259
22 H 2.438 -2.233 3.770
23 H -1.071 -3.953 4.220
24 H 1.131 -5.696 3.781
25 H -7.087 -0.721 3.193
26 H 6.374 1.147 3.048
27 O 0.090 -4.101 0.886
28 H -1.943 7.041 -1.601
29 H 3.497 -1.484 -6.918
30 H -2.887 -5.174 -5.963
31 H 8.992 2.081 3.647
32 H -9.497 1.103 3.592
33 H 6.380 3.259 0.395
34 C 3.565 -1.062 -0.971
35 H -4.042 -4.009 -5.265
36 H 4.283 1.868 2.512
37 O -2.098 -3.356 -5.438
38 Cl -2.773 -1.141 -1.602
39 H 0.082 3.928 -3.602
40 H -4.202 0.199 -6.529
41 H 4.638 -0.954 -5.003
42 H -2.243 -2.686 -4.748
43 H 0.492 -4.601 1.617
44 C 3.533 -0.150 1.507
45 C -2.724 5.326 -2.055
46 C -10.080 0.179 3.566
47 H -4.118 -0.194 1.168
48 O -6.139 -0.661 2.985
49 H 3.704 -2.882 -5.818
50 H 2.491 -0.664 1.352
51 C -0.412 -4.775 4.508
52 H 0.824 -1.904 4.744
53 H -2.733 -0.622 -5.941
54 C -3.756 -0.334 -5.687
55 C 1.771 0.047 3.962
56 H 0.867 -1.182 -0.008
57 C 1.463 -1.565 3.803
58 O -9.195 -0.920 3.442
59 C 4.164 0.137 0.022
60 H -4.469 0.213 3.792
61 H -1.000 -5.689 4.622
62 H -2.847 -4.831 -4.214
63 H 2.149 -2.012 -5.879
64 C 3.315 1.180 2.441
65 C 3.234 -1.903 -5.944
66 O -3.739 0.521 -4.558
67 C -3.459 -1.189 1.154
68 C 5.738 4.760 1.441
69 O 1.406 5.074 -2.537
70 O 3.672 -1.031 -4.919
71 H -2.547 4.896 -1.066
72 H 1.111 5.014 -4.572
73 O 3.089 0.693 3.838
74 H 1.097 -5.244 -0.498
75 O 0.561 -4.961 3.497
76 O 7.322 1.206 2.840
77 C 0.540 4.919 -3.645
78 H -2.362 1.328 0.057
79 H 0.206 2.987 0.199
80 H 0.173 -1.543 -1.737
81 H -1.368 -1.820 0.366
82 H 1.856 2.029 -0.003
83 H 1.798 5.962 -2.602
84 H -4.351 -1.222 -5.464
85 C -1.512 0.549 0.269
86 H 3.251 -1.946 -0.258
87 C -5.539 0.127 3.997
88 S -0.190 0.832 -1.072
89 H 5.034 4.932 2.259
90 O -1.798 6.371 -2.290
91 H -2.587 4.553 -2.815
92 H 0.808 -1.792 2.837
93 C -3.024 -4.401 -5.203
94 H -3.742 5.718 -2.117
95 C 0.074 -4.955 -0.243
96 H -3.338 0.021 -3.827
97 H 4.462 -1.480 -1.635
98 H 6.738 5.069 1.754
99 C 0.816 -0.772 -1.103
100 C 2.264 -0.591 -1.851
101 H -5.989 1.122 3.999
102 H -0.242 5.682 -3.607
103 H 2.244 -1.286 -2.817
104 H 2.427 1.867 2.104
105 H 3.989 1.216 -0.397
106 H 4.249 -0.886 2.085

Spin multiplicity   1
Frontier orbital gap   9.658 eV
Charge   +1
Energy above the lowest of the compared OMol25 structures with the same formula, charge and spin   656.94 kJ/mol